44
Properties=species:S:1:pos:R:3 method="wB97M-V/def2-TZVPD" max_force_ev_per_a=5.7 e_homo_ev=-10.306 lumo_ev=-0.157 e_tot_ha=-8905.92534 orbital_gap_ev=10.15 total_charge=0
C -0.443 -7.326 22.515
C -0.125 -8.752 22.087
C -0.905 -9.262 20.857
O 0.110 -9.913 20.181
C 1.357 -9.770 20.764
O 2.340 -10.314 20.376
O 1.209 -8.858 21.752
H -0.361 -6.546 21.757
H 0.187 -7.117 23.379
H -1.480 -7.192 22.824
H -0.306 -9.524 22.835
H -1.405 -8.484 20.281
H -1.683 -9.997 21.064
C 4.495 -6.410 28.877
C 5.390 -7.150 28.009
C 5.607 -6.675 26.523
O 6.973 -6.585 26.442
C 7.594 -6.763 27.593
O 8.859 -6.648 27.698
O 6.706 -7.100 28.536
H 3.555 -6.583 28.353
H 4.751 -5.354 28.967
H 4.399 -6.847 29.871
H 5.270 -8.233 28.012
H 5.218 -5.688 26.271
H 5.096 -7.409 25.900
C 6.776 -13.199 15.366
C 5.774 -13.991 14.478
C 4.689 -14.572 15.331
O 3.523 -14.351 14.697
C 3.744 -13.554 13.682
O 2.919 -13.230 12.898
O 5.023 -13.071 13.761
H 7.568 -12.892 14.683
H 7.228 -13.826 16.133
H 6.396 -12.257 15.761
H 6.158 -14.722 13.766
H 4.731 -14.189 16.350
H 4.862 -15.644 15.425
C 7.637 -11.729 20.957
Br 7.516 -10.272 22.240
Br 6.860 -13.387 21.636
Br 9.501 -11.875 20.391
H 7.030 -11.456 20.094


38
Properties=species:S:1:pos:R:3 method="wB97M-V/def2-TZVPD" max_force_ev_per_a=1.0 e_homo_ev=-8.388 lumo_ev=0.480 smiles="CCCCCCCc1nc2nc(C)c(Br)c(=O)n2[nH]1" e_tot_ha=-3375.06874 orbital_gap_ev=8.87 e_above_lowest_kcal_mol=0.0 total_charge=0
C 9.483 1.589 0.969
C 8.181 0.963 0.484
C 6.972 1.515 1.236
C 5.664 0.892 0.755
C 4.457 1.445 1.510
C 3.153 0.815 1.031
C 1.946 1.372 1.802
C 0.695 0.734 1.338
N 0.104 -0.280 1.907
C -0.970 -0.582 1.145
N -1.857 -1.516 1.319
C -2.841 -1.607 0.409
C -3.842 -2.687 0.638
C -2.925 -0.755 -0.674
Br -4.326 -0.908 -1.941
C -1.989 0.295 -0.935
O -1.942 1.107 -1.835
N -1.017 0.290 0.075
N 0.053 1.121 0.210
H 10.330 1.182 0.422
H 9.630 1.388 2.028
H 9.466 2.667 0.824
H 8.225 -0.120 0.619
H 8.061 1.158 -0.585
H 7.093 1.321 2.304
H 6.928 2.598 1.100
H 5.709 -0.191 0.892
H 5.543 1.085 -0.313
H 4.580 1.251 2.578
H 4.411 2.528 1.373
H 3.194 -0.266 1.174
H 3.027 1.008 -0.037
H 2.063 1.156 2.863
H 1.886 2.453 1.660
H -3.580 -3.228 1.541
H -4.840 -2.262 0.739
H -3.861 -3.370 -0.210
H 0.221 1.858 -0.459


36
Properties=species:S:1:pos:R:3 method="wB97M-V/def2-TZVPD" max_force_ev_per_a=2.4 e_homo_ev="-4.581 / -4.410" lumo_ev="2.710 / 2.711" e_tot_ha=-4270.15921 spin_multiplicity=7 orbital_gap_ev="7.29 / 7.12" s2=12.71 total_charge=-1
C -1.254 -0.797 -1.897
C -1.298 -1.814 -0.872
C -2.056 -1.282 0.255
H -0.764 -2.788 -0.889
C -2.455 0.086 -0.073
C -1.955 0.380 -1.410
H -1.996 1.380 -1.894
H -0.696 -0.876 -2.851
H -2.151 -1.751 1.259
H -2.944 0.804 0.621
Tb -0.042 0.023 0.216
Br 0.988 -2.262 1.603
C 2.092 1.225 0.338
C 1.248 2.015 -0.553
C 1.074 1.247 -1.782
H 0.694 2.942 -0.269
C 1.776 -0.014 -1.641
C 2.408 -0.029 -0.342
H 2.982 -0.871 0.094
H 2.289 1.439 1.414
H 0.407 1.535 -2.620
H 1.771 -0.865 -2.354
C 1.702 -0.380 4.467
Si 0.000 -0.003 3.843
C -1.257 -1.240 4.409
C -0.494 1.720 4.358
O -0.110 0.258 2.264
H 1.669 -0.316 5.559
H 2.429 0.349 4.096
H 2.033 -1.382 4.181
H -1.282 -1.202 5.501
H -2.250 -0.991 4.022
H -0.992 -2.251 4.089
H 0.229 2.451 3.982
H -1.485 1.966 3.964
H -0.512 1.745 5.444


44
Properties=species:S:1:pos:R:3 method="wB97M-V/def2-TZVPD" max_force_ev_per_a=2.5 e_homo_ev="-12.782 / -12.782" lumo_ev="-5.244 / -4.650" e_tot_ha=-3163.06481 spin_multiplicity=2 orbital_gap_ev="7.54 / 8.13" s2=0.97 e_above_lowest_kcal_mol=44.2 total_charge=+1
Fe -0.672 -0.860 -0.619
C 2.664 -1.845 -0.192
P 1.640 -0.448 -0.707
C 2.460 0.214 -2.186
C 1.848 0.866 0.513
C 2.942 0.939 1.367
C 3.055 2.004 2.249
C 2.080 2.992 2.274
C 0.981 2.914 1.432
C 0.851 1.844 0.555
P -0.596 1.655 -0.543
C -0.372 2.991 -1.761
C -1.974 2.270 0.463
H 3.722 -1.591 -0.237
H 2.467 -2.681 -0.863
H 2.382 -2.142 0.818
H 3.450 0.566 -1.899
H 1.889 1.043 -2.601
H 2.548 -0.563 -2.946
H 3.705 0.173 1.349
H 3.901 2.059 2.920
H 2.164 3.817 2.969
H 0.221 3.684 1.478
H -0.188 3.917 -1.218
H -1.272 3.093 -2.366
H 0.470 2.787 -2.420
H -1.816 3.318 0.712
H -2.057 1.680 1.371
H -2.901 2.183 -0.101
N -3.005 -0.670 -0.519
N -3.253 -0.511 0.852
C -2.237 -0.819 1.740
O -2.459 -0.999 2.903
O -1.037 -0.803 1.178
H -3.654 -0.093 -1.042
H -3.157 -1.652 -0.798
H -4.187 -0.698 1.193
F -0.917 -5.502 -1.815
C -1.312 -4.955 -0.660
F -0.239 -4.875 0.142
F -2.202 -5.747 -0.093
C -1.885 -3.534 -0.901
O -3.075 -3.352 -0.784
O -0.973 -2.669 -1.205


36
Properties=species:S:1:pos:R:3 method="wB97M-V/def2-TZVPD" max_force_ev_per_a=0.5 e_homo_ev=-8.241 lumo_ev=0.396 smiles="CCN(CC)CCNC(=O)c1ccccc1I" e_tot_ha=-989.21138 orbital_gap_ev=8.64 e_above_lowest_kcal_mol=3.0 total_charge=0
C 0.573 3.526 0.710
C 0.492 3.400 -0.808
N 1.093 2.160 -1.260
C 1.685 2.206 -2.580
C 0.723 2.513 -3.734
C 0.313 0.974 -0.984
C 1.163 -0.051 -0.213
N 0.362 -1.160 0.252
C 0.266 -1.488 1.557
O 0.897 -0.957 2.443
C -0.681 -2.625 1.832
C -0.160 -3.815 2.326
C -0.988 -4.875 2.636
C -2.359 -4.752 2.476
C -2.899 -3.566 2.000
C -2.057 -2.517 1.679
I -2.929 -0.718 0.975
H 0.185 4.494 1.021
H 1.608 3.441 1.032
H -0.005 2.752 1.204
H 1.054 4.222 -1.260
H -0.560 3.493 -1.128
H 2.471 2.965 -2.562
H 2.168 1.240 -2.753
H 0.283 3.499 -3.614
H -0.080 1.781 -3.776
H 1.262 2.485 -4.678
H -0.553 1.232 -0.371
H -0.065 0.506 -1.905
H 1.974 -0.418 -0.850
H 1.596 0.424 0.668
H -0.190 -1.652 -0.431
H 0.909 -3.888 2.467
H -0.570 -5.795 3.017
H -3.015 -5.571 2.727
H -3.965 -3.465 1.887


41
Properties=species:S:1:pos:R:3 method="wB97M-V/def2-TZVPD" max_force_ev_per_a=1.6 e_homo_ev="-8.028 / -9.043" lumo_ev="0.391 / 0.204" e_tot_ha=-2771.56898 spin_multiplicity=6 orbital_gap_ev="8.42 / 9.25" s2=8.76 e_above_lowest_kcal_mol=0.0 total_charge=0
Mn 0.079 -0.124 -0.608
O 0.812 5.928 -1.338
C 0.622 4.588 -1.331
C -0.645 4.015 -1.463
C -0.726 2.640 -1.427
N 0.356 1.894 -1.290
C 1.560 2.425 -1.132
C 1.750 3.788 -1.152
C 2.642 1.381 -0.852
O 3.802 1.739 -0.791
O 2.160 0.199 -0.634
C -2.019 1.831 -1.454
O -3.062 2.404 -1.712
O -1.849 0.593 -1.125
H -0.035 6.373 -1.470
H -1.548 4.602 -1.583
H 2.737 4.210 -1.026
C 0.852 0.407 3.056
P -0.132 -0.458 1.800
C -1.785 -0.594 2.548
C 0.515 -2.173 1.877
C -0.206 -3.113 0.894
P -0.201 -2.528 -0.866
C -1.804 -3.123 -1.487
C 0.999 -3.631 -1.672
H 0.536 1.448 3.111
H 1.903 0.389 2.767
H 0.727 -0.062 4.033
H -2.141 0.410 2.780
H -1.751 -1.185 3.465
H -2.493 -1.032 1.846
H 0.435 -2.551 2.899
H 1.577 -2.105 1.632
H -1.253 -3.233 1.184
H 0.245 -4.107 0.921
H -1.964 -4.162 -1.194
H -1.822 -3.047 -2.575
H -2.605 -2.493 -1.100
H 0.731 -4.672 -1.492
H 2.002 -3.433 -1.296
H 1.000 -3.437 -2.745